Entry 1:
Here is CH7N2O2P in the gas phase from OMol25. Energies are from ωB97M-V with the def2-TZVPD basis set.

Structure (XYZ):
```
13
Properties=species:S:1:pos:R:3:mulliken_charge:R:1
C 0.76492 0.99632 -0.67497 -0.39
N -0.96991 -0.04300 1.75371 -0.55
N 1.89742 0.20061 -0.25689 -0.60
O -2.16032 0.55964 -0.54803 -0.61
O -0.49596 -1.63507 -0.67992 -0.66
P -0.88943 0.20870 0.06577 0.80
H 0.79567 1.98064 -0.26090 0.33
H 0.46675 1.05318 -1.67947 0.31
H -0.32267 -0.73876 2.05312 0.27
H -1.94150 -0.16256 1.96537 0.29
H 1.97358 -0.54486 -0.92057 0.32
H -0.97787 -1.58373 -1.41471 0.27
H 1.85933 -0.29111 0.59749 0.24
```

Computed properties:
Largest force on an atom = 7.81 eV/A
Calculated total energy = -643.6541 a.u.
Frontier orbital gap = 0.3739 Eh
E_HOMO = -9.60 eV
ΔE to the lowest compared entry with this formula, charge and spin = 1.426 eV
E_LUMO = 0.57 eV
SMILES string = NC[P@@](N)(=O)O
Multiplicity = 1
Charge = 0


Entry 2:
Here is C5H12O in the gas phase from OMol25. Energies are from ωB97M-V with the def2-TZVPD basis set.

Structure (XYZ):
```
18
Properties=species:S:1:pos:R:3:mulliken_charge:R:1
C 1.31173 -2.13466 -1.08923 -1.31
C 1.20448 -0.80386 -0.35341 -0.31
C -0.07178 -0.59778 0.46967 -0.34
C -0.16847 0.85507 1.00911 -0.69
O -1.50108 1.31860 1.15733 -0.38
C -1.94713 2.11283 0.09204 -0.69
H 1.31468 -2.95911 -0.37264 0.31
H 2.23385 -2.19628 -1.67226 0.35
H 0.50338 -2.29552 -1.81117 0.34
H 1.21230 0.00570 -1.09531 0.30
H 2.09262 -0.67017 0.27806 0.29
H -0.89484 -0.82547 -0.22612 0.26
H -0.21547 -1.34060 1.27403 0.31
H 0.26043 0.98161 2.00988 0.32
H 0.40669 1.52586 0.34123 0.40
H -3.01751 1.93363 -0.05331 0.25
H -1.41346 1.89608 -0.84108 0.32
H -1.77634 3.17162 0.33474 0.26
```

Computed properties:
Largest force on an atom = 0.55 eV/A
Calculated total energy = -272.9134 a.u.
Frontier orbital gap = 0.3929 Eh
E_HOMO = -9.55 eV
ΔE to the lowest compared entry with this formula, charge and spin = 0.960 eV
E_LUMO = 1.14 eV
SMILES string = CCCCOC
Multiplicity = 1
Charge = 0


Entry 3:
Here is CH3NO3 in the gas phase from OMol25. Energies are from ωB97M-V with the def2-TZVPD basis set.

Structure (XYZ):
```
8
Properties=species:S:1:pos:R:3:mulliken_charge:R:1
C 0.06697 0.37158 -0.49112 -0.28
N 0.51141 -0.73770 0.39733 0.91
O 1.38923 -1.46737 0.01662 -0.55
O -0.00121 -0.66042 1.45005 -0.56
O -1.15969 1.07668 0.00082 -0.48
H 0.86829 0.95094 -0.63133 0.35
H -0.03478 -0.15141 -1.44897 0.28
H -1.64022 0.61768 0.70660 0.33
```

Computed properties:
Largest force on an atom = 5.52 eV/A
Calculated total energy = -320.2468 a.u.
Frontier orbital gap = 0.4343 Eh
E_HOMO = -11.59 eV
ΔE to the lowest compared entry with this formula, charge and spin = 2.607 eV
E_LUMO = 0.23 eV
SMILES string = O=[N+]([O-])CO
Multiplicity = 1
Charge = 0


Entry 4:
Here is C26H19NO4 in the gas phase from OMol25. Energies are from ωB97M-V with the def2-TZVPD basis set.

Structure (XYZ):
```
50
Properties=species:S:1:pos:R:3:mulliken_charge:R:1
O -2.45373 -2.04430 -2.01668 -0.67
O 1.05318 -1.01307 -3.40185 -0.62
O -3.69440 -0.97393 1.18772 -0.21
O 3.14330 0.32728 -0.99455 -0.41
C -2.37220 -1.40550 -0.95840 0.65
C 0.83703 -0.56244 -2.26671 -0.20
C -5.02567 -1.12648 1.57323 -0.39
C -5.79743 -1.33296 0.45996 -0.49
C -4.85376 -1.47844 -0.63985 -0.33
C -3.58506 -1.27922 -0.15164 0.00
C 1.55056 3.59913 -1.73520 -0.75
C 0.41264 3.16556 -2.39922 -0.66
C -0.49264 2.20576 2.22781 -1.02
C 2.60461 -2.62962 2.17357 -0.54
C -1.53018 2.33174 1.29398 -0.79
C 2.68711 -3.31883 1.00548 -0.90
C 2.46922 2.68894 -1.23750 -0.46
C 0.19187 1.79970 -2.59022 -0.24
C 0.33738 1.12920 2.17768 -0.65
C 1.75827 -1.54158 2.31353 -1.05
C -1.77798 1.27764 0.41167 0.28
C 1.93976 -2.89672 -0.10687 -0.68
C 2.28759 1.30443 -1.42043 0.63
C 1.12415 0.88871 -2.08065 0.77
C 0.09491 0.04220 1.28790 1.00
C 0.98095 -1.12725 1.19526 1.35
C -0.96892 0.10731 0.37585 -0.53
C 1.05282 -1.81452 -0.01493 -0.31
N -1.11019 -0.91926 -0.57521 0.15
C 3.82675 0.57225 0.21953 -0.95
C 0.13561 -1.47595 -1.17037 0.01
H -5.35809 -1.00311 2.60161 0.42
H -6.90833 -1.41871 0.44881 0.37
H -5.10592 -1.68628 -1.67388 0.50
H 1.75462 4.65775 -1.63171 0.41
H -0.34376 3.87791 -2.78514 0.35
H -0.35388 2.99444 2.93459 0.43
H 3.16978 -2.99792 2.99825 0.44
H -2.17069 3.21281 1.27160 0.44
H 3.38359 -4.12526 0.89308 0.41
H 3.37320 3.00887 -0.73032 0.32
H -0.69535 1.51304 -3.10684 0.56
H 1.22328 1.06282 2.81258 0.29
H 1.79717 -1.08712 3.30243 0.37
H -2.60502 1.40995 -0.33792 0.37
H 2.04769 -3.42743 -1.02801 0.52
H 3.12275 0.89614 0.97708 0.38
H 4.37615 -0.31961 0.59055 0.23
H 4.58472 1.33105 0.01657 0.43
H -0.11751 -2.39915 -1.69619 0.78
```

Computed properties:
Largest force on an atom = 2.87 eV/A
Calculated total energy = -1357.8569 a.u.
Frontier orbital gap = 0.3118 Eh
E_HOMO = -8.26 eV
ΔE to the lowest compared entry with this formula, charge and spin = 1.032 eV
E_LUMO = 0.23 eV
SMILES string = COc1ccccc1C(=O)[C@H]1c2ccccc2-c2ccccc2N1C(=O)c1ccco1
Multiplicity = 1
Charge = 0


Which formula does entry 4 have? C26H19NO4


What is the formula in the first record? CH7N2O2P